Entry 1:
The following is a DFT calculation (ωB97M-V with the def2-TZVPD basis set) of a 2-piece molecular cluster, C2H6FP overall at a distorted geometry.

Its highest occupied orbital energy (spin up / spin down) is -0.3050 / -0.2959 Ha. The maximum force is 2.9 eV/Å. The energy relative to the best compared isomer or geometry (same formula, charge and spin) comes out at 45.24 kcal per mole. The HOMO-LUMO gap (spin up / spin down) is 8.209 / 8.063 eV. As for the net charge: 0. Its multiplicity is 1.

Each line ends with the Löwdin charge.
Positions of all 10 atoms, in Å:
1 C 0.820 -1.481 0.256  -0.0347
2 C -0.954 1.474 -0.100  -0.3766
3 F -2.372 -0.643 -0.585  -0.4247
4 P -1.541 -0.089 0.709  0.8761
5 H 1.013 -1.902 1.221  -0.0381
6 H 1.448 -0.669 -0.054  -0.0339
7 H 0.465 -2.143 -0.509  -0.0308
8 H 0.028 1.733 0.287  0.0168
9 H -1.640 2.291 0.126  0.0173
10 H -0.907 1.327 -1.178  0.0285


Entry 2:
The following is a DFT calculation (ωB97M-V with the def2-TZVPD basis set) of an isolated ion of composition C4H9N4O and charge +1 at a distorted geometry.

Its highest occupied orbital energy (spin up / spin down) is -0.4553 / -0.4554 Ha. The maximum force is 5.3 eV/Å. The energy relative to the best compared isomer or geometry (same formula, charge and spin) comes out at 219.55 kcal per mole. The HOMO-LUMO gap (spin up / spin down) is 7.507 / 7.789 eV. As for the net charge: +1. Its multiplicity is 1.

Each line ends with the Löwdin charge.
Positions of all 18 atoms, in Å:
1 C 1.174 -0.294 -0.318  -0.1214
2 C -1.128 0.342 -1.025  0.0219
3 C -1.593 1.809 -0.764  0.0250
4 C -0.586 -0.798 1.328  0.0951
5 N 2.784 1.477 -0.009  0.0923
6 N -0.150 1.420 0.775  0.0076
7 N -0.087 0.187 0.107  -0.2337
8 N 2.389 0.281 -0.152  -0.0874
9 O -1.056 2.220 0.307  0.0857
10 H 1.187 -1.319 -0.326  0.0965
11 H -1.907 -0.368 -1.018  0.1205
12 H -0.737 0.210 -1.992  0.1201
13 H 2.024 2.207 0.108  0.0873
14 H -2.333 2.257 -1.368  0.1374
15 H -1.487 -0.231 1.812  0.1433
16 H -0.787 -1.770 0.849  0.1003
17 H 0.270 -0.906 2.003  0.1027
18 H 3.254 -0.326 -0.288  0.2068


Entry 3:
The following is a DFT calculation (ωB97M-V with the def2-TZVPD basis set) of a 9-piece molecular cluster, H19O9 overall at a distorted geometry.

Its highest occupied orbital energy is -0.5059 Ha. The maximum force is 8.9 eV/Å. The energy relative to the best compared isomer or geometry (same formula, charge and spin) comes out at 105.30 kcal per mole. The HOMO-LUMO gap is 10.470 eV. As for the net charge: +1. Its multiplicity is 1.

Each line ends with the Löwdin charge.
Positions of all 28 atoms, in Å:
1 O -1.979 -0.907 2.735  -0.0974
2 H -0.986 -1.822 1.906  0.1379
3 H 2.591 0.673 1.986  0.0262
4 O -0.447 1.120 -0.995  -0.1095
5 H 3.020 2.954 -1.796  0.0526
6 O -0.847 -2.112 0.888  0.1567
7 H -0.733 1.909 -1.628  0.1637
8 H -1.055 -2.952 0.724  0.0489
9 O 1.445 -0.013 -2.174  -0.0676
10 H 1.778 0.283 -1.357  -0.0247
11 H 0.479 0.238 -2.072  0.0323
12 O -1.524 2.280 1.426  -0.0034
13 H -1.000 1.821 0.811  -0.0394
14 H -0.869 2.875 1.706  0.0274
15 O 2.306 2.701 -1.191  -0.0718
16 H 0.204 -2.005 0.421  0.1773
17 H 2.812 2.585 -0.337  0.0647
18 O 2.060 -0.028 1.661  -0.0236
19 H -1.746 -0.888 3.684  0.0797
20 H 2.109 -0.793 2.230  0.0407
21 O 1.416 -2.058 -0.499  0.1033
22 H 1.166 -2.743 -1.051  0.0684
23 H 1.652 -1.309 -0.876  -0.0545
24 O -2.494 -0.886 -1.959  -0.0320
25 H -2.634 -1.761 -2.026  -0.0410
26 H -2.928 -0.809 -2.897  0.1338
27 H -1.965 0.193 2.479  0.1899
28 H -1.384 0.774 -1.029  0.0612


Entry 4:
The following is a DFT calculation (ωB97M-V with the def2-TZVPD basis set) of C21H25N6OPdSe3Te as an isolated structure at a distorted geometry.

Its highest occupied orbital energy (spin up / spin down) is -0.3942 / -0.3936 Ha. The maximum force is 2.6 eV/Å. The expectation value of S² is 6.025. The energy relative to the best compared isomer or geometry (same formula, charge and spin) comes out at 12.24 kcal per mole. The HOMO-LUMO gap (spin up / spin down) is 6.874 / 5.605 eV. As for the net charge: +1. Its multiplicity is 5.

Each line ends with the Löwdin charge.
Positions of all 58 atoms, in Å:
1 Pd 0.537 2.052 -0.377  0.4804
2 C 3.279 -0.529 2.135  -0.0070
3 C 2.655 0.395 1.137  -0.2611
4 N 1.394 0.673 1.167  -0.0357
5 N 0.548 0.153 2.016  0.0766
6 C -0.675 0.668 2.055  -0.4469
7 O -1.009 1.710 1.412  -0.2125
8 C -1.661 -0.042 2.881  -0.1533
9 C -1.300 -1.126 3.683  -0.0183
10 C -2.261 -1.777 4.431  -0.0666
11 C -3.586 -1.368 4.378  -0.0679
12 C -3.952 -0.299 3.574  -0.0701
13 C -2.996 0.361 2.827  -0.0379
14 C 3.459 1.080 0.134  -0.2266
15 C 4.855 0.979 0.101  0.0138
16 C 5.564 1.692 -0.848  -0.0285
17 C 4.879 2.490 -1.753  -0.0273
18 C 3.499 2.539 -1.665  -0.1497
19 N 2.818 1.862 -0.755  -0.0043
20 H 2.493 -0.962 2.748  0.0699
21 H 3.964 0.031 2.770  0.0956
22 H 3.832 -1.329 1.647  0.0916
23 H -0.270 -1.439 3.726  0.1053
24 H -1.987 -2.605 5.065  0.1072
25 H -4.333 -1.880 4.964  0.1075
26 H -4.981 0.024 3.531  0.1071
27 H -3.267 1.205 2.207  0.1130
28 H 5.371 0.370 0.824  0.1141
29 H 6.640 1.631 -0.879  0.1185
30 H 5.391 3.066 -2.505  0.1144
31 H 2.917 3.132 -2.363  0.0617
32 Se 1.422 4.061 1.220  0.2650
33 Se -0.486 5.054 0.610  0.0197
34 Te -1.614 3.473 -1.168  0.5727
35 Se 0.094 3.103 -2.846  0.0643
36 C -3.763 -1.408 -1.777  -0.1445
37 C -3.393 -0.497 -0.618  -0.1817
38 N -2.118 0.137 -0.892  0.0479
39 C -1.102 -0.518 -1.534  -0.3700
40 N 0.081 0.028 -1.483  -0.0052
41 C 1.178 -0.502 -2.265  -0.2435
42 C 0.675 -1.312 -3.455  -0.1458
43 C -0.325 -2.329 -2.934  -0.1435
44 N -1.387 -1.638 -2.235  -0.0439
45 C -2.611 -2.375 -1.996  -0.1426
46 H -3.924 -0.816 -2.678  0.1240
47 H -4.674 -1.958 -1.550  0.1222
48 H -3.347 -1.080 0.313  0.1212
49 H -4.135 0.296 -0.498  0.1245
50 H -1.799 0.747 -0.142  0.0281
51 H 1.801 -1.130 -1.613  0.1186
52 H 1.789 0.341 -2.609  0.0811
53 H 1.504 -1.816 -3.944  0.1195
54 H 0.196 -0.651 -4.177  0.1216
55 H 0.183 -3.033 -2.261  0.1360
56 H -0.775 -2.896 -3.753  0.1281
57 H -2.489 -3.026 -1.120  0.1362
58 H -2.798 -3.011 -2.863  0.1267


Entry 5:
The following is a DFT calculation (ωB97M-V with the def2-TZVPD basis set) of F2Mg2 as an isolated structure at a distorted geometry.

Its highest occupied orbital energy is -0.6964 Ha. The maximum force is 4.4 eV/Å. The energy relative to the best compared isomer or geometry (same formula, charge and spin) comes out at 33.23 kcal per mole. The HOMO-LUMO gap is 4.925 eV. As for the net charge: +2. Its multiplicity is 1.

Each line ends with the Löwdin charge.
Positions of all 4 atoms, in Å:
1 Mg -0.425 -0.738 -0.667  1.2501
2 Mg 0.845 0.007 2.378  1.6822
3 F 0.343 0.508 0.518  -0.4319
4 F -0.763 0.223 -2.228  -0.5004


Q: net charge of number 2 (C4H9N4O)?
A: +1